Entry 1:
This record from OMol25 describes a 7-piece molecular cluster, C21H49ClFIN10O7P overall. The level of theory is ωB97M-V with the def2-TZVPD basis set.

Calculated values
Energy above the lowest of the compared OMol25 structures with the same formula, charge and spin = 0.000 eV
LUMO = -3.1 eV
Charge = +1
Spin multiplicity = 1

Structure (XYZ):
```
91
Properties=species:S:1:pos:R:3:forces:R:3
N -4.33369 -2.98147 2.16852 0.1 0.4 0.1
P -2.96884 -2.64271 3.07504 -0.1 0.0 0.1
O -2.55486 -1.15652 2.56481 0.1 -0.1 0.0
N -1.66893 -3.54597 2.17043 -0.2 -0.4 0.7
C -0.52362 -3.78238 3.12261 0.2 -0.4 -1.1
C -0.75005 -5.22616 3.52522 -0.1 -0.1 -0.2
F -1.90876 -5.41232 4.24216 0.1 0.2 0.1
I 0.81505 -6.15163 4.56880 0.1 0.0 -0.2
N -1.02771 -5.70858 2.14904 -1.1 -0.3 0.8
Cl -1.51527 -7.32945 1.95279 0.3 -0.1 0.0
C -1.91610 -4.76727 1.66027 0.1 0.2 -0.8
N -2.84229 -5.06081 0.76032 0.2 0.3 0.4
H -5.11812 -2.88901 2.80568 -0.2 -0.3 -0.1
H -4.48828 -2.33771 1.39657 0.0 -0.1 -0.1
H -2.47942 -0.60780 3.35367 0.2 0.4 -0.1
H -0.35433 -3.04522 3.89276 -0.4 0.1 0.2
H 0.34363 -3.80710 2.47177 0.6 0.3 0.3
H -3.44263 -5.85647 0.88546 0.4 -0.5 -0.3
H -2.98797 -4.47286 -0.03923 -0.3 0.3 0.2
C 3.02204 -0.14007 1.82094 0.1 -0.1 0.1
C 1.92694 -1.16334 1.72533 0.0 0.0 -0.1
O 2.03197 -2.29447 2.19839 0.0 -0.1 0.0
N 0.78621 -0.79427 1.09815 0.1 0.0 0.0
C 0.46390 0.48155 0.47688 -0.2 -0.2 0.0
H 3.85973 -0.57620 2.35667 0.0 -0.1 0.0
H 3.35786 0.16687 0.83021 0.0 0.1 0.0
H 2.67096 0.73415 2.37294 0.1 0.1 -0.1
H 0.09122 -1.52391 1.08298 -0.1 0.1 -0.1
H -0.40888 0.92080 0.96252 0.0 0.1 0.0
H 0.24437 0.34088 -0.58221 0.1 0.1 0.0
H 1.29684 1.16933 0.56509 0.0 0.0 0.0
C 1.23224 -6.13946 -2.60282 -0.1 0.0 0.0
C 0.54581 -5.84326 -1.29214 0.2 0.0 0.0
O -0.64941 -6.06040 -1.12892 -0.1 0.2 0.2
N 1.30541 -5.32727 -0.29302 0.0 0.0 -0.2
C 2.72301 -5.00395 -0.30843 -0.1 0.1 0.1
H 0.49590 -6.54420 -3.28893 0.0 0.0 0.0
H 1.65587 -5.23167 -3.03278 0.1 0.0 0.0
H 2.02880 -6.87102 -2.46721 0.1 0.0 0.0
H 0.79572 -5.16106 0.55935 0.1 0.0 0.0
H 3.25150 -5.58167 0.45032 0.0 0.0 0.0
H 2.87281 -3.94456 -0.09874 0.0 0.0 0.0
H 3.15196 -5.23086 -1.27757 0.0 0.0 0.0
C -1.13247 0.64814 -5.21289 0.2 -0.1 0.2
C -0.64670 0.23834 -3.84660 0.0 0.0 -0.1
O 0.30938 0.76699 -3.30080 -0.1 -0.1 0.1
N -1.32622 -0.76918 -3.22231 -0.1 0.0 -0.1
C -2.47505 -1.50532 -3.71173 0.2 0.0 0.2
H -0.50478 1.44934 -5.58176 0.0 0.0 0.0
H -1.07519 -0.19036 -5.90754 -0.1 0.0 0.0
H -2.15779 1.00464 -5.17576 -0.1 0.0 -0.1
H -0.95627 -1.00640 -2.31708 0.0 0.0 0.0
H -3.32625 -1.38237 -3.03775 -0.1 0.0 -0.1
H -2.24602 -2.57079 -3.78624 0.0 0.0 -0.1
H -2.76226 -1.14641 -4.69317 0.0 0.0 0.0
C -1.65276 4.38247 -7.47148 0.0 -0.1 0.0
C -2.77281 3.37831 -7.61901 0.0 0.0 0.0
O -2.68928 2.24759 -7.16128 -0.1 0.1 -0.1
N -3.88430 3.77766 -8.28438 0.0 0.1 0.0
C -4.15606 5.06830 -8.89044 -0.1 -0.2 0.0
H -0.84340 3.91385 -6.92136 0.0 0.0 0.0
H -1.28076 4.69570 -8.44706 0.0 0.1 0.0
H -1.98936 5.26215 -6.92250 0.0 0.0 0.0
H -4.59227 3.06395 -8.35095 0.0 0.0 0.0
H -5.04169 5.52037 -8.44206 0.0 0.1 0.0
H -4.33288 4.95592 -9.96076 0.0 0.1 0.0
H -3.31658 5.73908 -8.74805 0.0 0.0 0.0
C 4.11141 1.74847 5.51266 -0.1 0.0 -0.1
C 3.87492 2.69721 4.36379 0.0 0.1 0.1
O 2.83136 2.67699 3.72162 -0.1 -0.1 -0.2
N 4.85416 3.57937 4.06517 0.0 -0.1 0.0
C 6.14124 3.74838 4.71593 -0.1 0.1 -0.2
H 3.23418 1.11906 5.61891 0.0 0.0 0.0
H 4.98212 1.11907 5.32491 0.0 0.0 0.1
H 4.26361 2.29824 6.44106 0.0 0.0 0.0
H 4.63192 4.18521 3.29123 0.0 0.0 0.0
H 6.23186 4.75729 5.11907 0.0 0.0 0.1
H 6.95043 3.58868 4.00257 0.0 0.0 0.0
H 6.25141 3.04035 5.52910 0.0 0.0 0.0
C -1.09074 5.97587 4.62121 0.0 0.0 0.1
C -0.05046 4.87893 4.52449 0.0 0.0 0.0
O 0.27428 4.22119 5.49910 0.0 0.0 0.0
N 0.50569 4.65613 3.30471 -0.1 0.0 -0.1
C 0.22078 5.34390 2.06146 0.2 -0.2 0.1
H -1.43386 6.02688 5.64919 0.0 0.0 0.0
H -0.66752 6.94126 4.34226 0.0 0.0 0.0
H -1.94274 5.76492 3.97389 0.0 0.1 0.0
H 1.20035 3.92061 3.28789 0.1 0.0 0.1
H -0.14121 4.64070 1.30825 0.0 0.0 0.0
H 1.12260 5.82091 1.67283 0.0 0.1 0.0
H -0.53463 6.10794 2.20795 0.0 0.0 0.0
```
Positions in Å, forces in eV/Å.



Entry 2:
This record from OMol25 describes a 4-piece molecular cluster, C5H14O3 overall. The level of theory is ωB97M-V with the def2-TZVPD basis set.

Calculated values
Energy above the lowest of the compared OMol25 structures with the same formula, charge and spin = 1.491 eV
LUMO = 0.4 eV
Charge = 0
Spin multiplicity = 1

Structure (XYZ):
```
22
Properties=species:S:1:pos:R:3:forces:R:3
C -0.55388 -1.69641 -2.90459 0.8 0.9 -0.3
C -0.48946 -1.19730 -1.65901 -0.3 -1.2 -1.3
C -1.38059 -0.18959 -1.11373 1.0 0.0 0.2
C -1.22297 0.36255 0.09179 -0.9 -0.1 -0.1
C -2.30822 1.14282 0.73276 -0.3 2.4 0.7
H 0.28045 -2.30736 -3.23007 -0.3 -0.6 0.1
H -1.17546 -1.35912 -3.72714 -0.3 0.3 0.3
H 0.16344 -1.84998 -1.08295 0.2 0.9 0.8
H -2.11030 0.19519 -1.81765 -0.6 -0.3 0.3
H -0.30502 0.26763 0.65916 0.0 -0.5 0.1
H -2.01910 2.18831 0.96315 0.5 -0.2 -0.2
H -2.62835 0.84746 1.73653 0.1 -0.8 -0.2
H -3.21061 1.33761 0.15651 0.0 -0.7 -0.4
O 3.07769 2.19497 0.23185 0.0 0.1 0.1
H 2.78175 2.62354 1.04645 -0.1 -0.2 -0.1
H 3.69281 1.50698 0.50337 0.0 0.1 0.1
O 2.09568 -4.07607 0.50140 0.1 -0.7 0.0
H 1.67076 -3.71231 1.28373 0.1 0.4 -0.3
H 2.33853 -3.39239 -0.12593 -0.2 0.3 0.3
O 0.73128 2.43131 2.34981 0.1 0.4 -0.2
H 0.01483 3.04632 2.55273 0.1 -0.2 0.0
H 0.55673 1.63584 2.85180 -0.1 -0.1 0.2
```
Positions in Å, forces in eV/Å.